[1]
ORCA calculation (ωB97M-V/def2-TZVPD) on a 4-piece molecular cluster, C16H32N5O7 overall.

Geometry (Å):
N: -5.518 -1.279 5.710
C: -4.610 -1.521 4.859
C: -4.717 -1.430 3.356
C: -5.665 -2.446 2.708
N: -5.485 -2.394 1.251
C: -5.838 -1.143 0.583
C: -4.614 -0.573 -0.209
C: -4.442 0.872 0.171
O: -5.340 1.681 0.098
O: -3.227 1.258 0.608
C: -7.127 -2.318 3.205
O: -7.484 -3.191 4.025
O: -7.811 -1.370 2.767
H: -6.387 -1.037 5.226
H: -3.629 -1.792 5.264
H: -3.720 -1.629 2.945
H: -4.950 -0.401 3.061
H: -5.328 -3.439 3.017
H: -5.942 -3.182 0.817
H: -6.198 -0.396 1.285
H: -6.679 -1.313 -0.093
H: -3.724 -1.135 0.041
H: -4.784 -0.630 -1.284
H: -3.338 2.147 0.978
C: -1.941 1.331 -2.771
C: -1.369 0.106 -2.090
O: -1.951 -0.443 -1.173
N: -0.171 -0.357 -2.543
C: 0.653 0.174 -3.608
H: -2.889 1.578 -2.302
H: -1.266 2.182 -2.664
H: -2.112 1.139 -3.831
H: 0.163 -1.174 -2.055
H: 0.800 -0.588 -4.375
H: 1.631 0.447 -3.207
H: 0.199 1.050 -4.060
C: 3.756 -1.241 -0.883
C: 3.806 -1.593 -2.347
O: 2.918 -2.224 -2.900
N: 4.893 -1.178 -3.057
C: 6.032 -0.423 -2.579
H: 2.838 -1.642 -0.462
H: 4.604 -1.680 -0.354
H: 3.767 -0.160 -0.743
H: 4.868 -1.446 -4.027
H: 6.114 0.517 -3.131
H: 6.952 -0.994 -2.735
H: 5.926 -0.199 -1.524
C: 5.565 2.550 1.922
C: 5.637 2.214 0.452
O: 4.758 1.577 -0.108
N: 6.724 2.646 -0.240
C: 7.858 3.406 0.252
H: 4.645 2.138 2.324
H: 6.410 2.117 2.459
H: 5.561 3.630 2.070
H: 6.709 2.391 -1.215
H: 7.935 4.351 -0.287
H: 8.780 2.844 0.095
H: 7.752 3.615 1.310

Output
- Net charge: -1
- E: -1429.4165 Eh

=====

[2]
ORCA calculation (ωB97M-V/def2-TZVPD) on a 8-piece molecular cluster, C16H32NO29S8 overall.

Geometry (Å):
C: -8.886 1.924 4.569
S: -8.309 1.920 2.849
N: -7.138 3.124 2.736
C: -6.101 2.781 2.133
O: -5.043 2.451 1.843
H: -8.835 0.919 5.011
H: -8.264 2.615 5.147
H: -9.903 2.320 4.581
H: -7.684 0.718 2.703
C: -7.794 -3.925 6.355
C: -6.810 -2.778 6.284
O: -6.962 -2.265 4.946
S: -8.479 -2.448 4.477
O: -9.172 -1.214 4.680
O: -8.491 -3.090 3.217
O: -8.936 -3.464 5.607
H: -7.406 -4.820 5.868
H: -8.082 -4.164 7.375
H: -5.785 -3.090 6.458
H: -7.072 -1.984 6.986
C: -2.303 3.160 3.125
C: -1.036 3.022 2.315
O: -0.053 3.767 3.064
S: -0.376 3.655 4.627
O: 0.423 2.634 5.197
O: -0.427 4.963 5.171
O: -1.880 3.092 4.488
H: -2.778 4.133 2.964
H: -3.013 2.370 2.911
H: -1.133 3.424 1.310
H: -0.715 1.988 2.260
C: -1.028 -2.668 0.022
C: -2.241 -2.489 0.906
O: -1.777 -1.661 1.986
S: -0.643 -0.657 1.437
O: -1.247 0.605 1.144
O: 0.494 -0.752 2.261
O: -0.367 -1.396 0.055
H: -0.341 -3.416 0.421
H: -1.286 -2.929 -1.001
H: -2.627 -3.431 1.285
H: -3.037 -1.954 0.383
C: 2.776 -3.054 -2.954
C: 3.190 -3.434 -1.553
O: 2.113 -4.260 -1.082
S: 1.493 -5.087 -2.305
O: 2.058 -6.386 -2.313
O: 0.088 -4.869 -2.315
O: 2.152 -4.236 -3.490
H: 2.038 -2.250 -2.943
H: 3.621 -2.759 -3.570
H: 3.321 -2.570 -0.909
H: 4.105 -4.032 -1.551
C: 2.144 3.209 -0.644
C: 3.610 2.889 -0.841
O: 3.802 1.656 -0.139
S: 2.468 0.775 -0.221
O: 2.607 -0.172 -1.274
O: 2.098 0.380 1.092
O: 1.483 1.936 -0.720
H: 1.957 3.634 0.344
H: 1.758 3.880 -1.407
H: 4.265 3.659 -0.443
H: 3.844 2.722 -1.895
C: 7.930 -2.189 -5.092
C: 6.556 -2.741 -4.783
O: 6.261 -2.245 -3.467
S: 6.939 -0.806 -3.272
O: 5.958 0.194 -3.518
O: 7.701 -0.823 -2.081
O: 7.922 -0.867 -4.531
H: 8.714 -2.766 -4.599
H: 8.130 -2.145 -6.159
H: 6.524 -3.827 -4.796
H: 5.805 -2.347 -5.472
C: 4.354 2.433 -5.057
C: 5.225 3.668 -4.981
O: 4.914 4.398 -6.173
S: 3.376 4.162 -6.563
O: 2.603 5.246 -6.071
O: 3.316 3.750 -7.916
O: 3.116 2.895 -5.614
H: 4.779 1.689 -5.733
H: 4.187 1.980 -4.085
H: 6.284 3.431 -4.943
H: 4.961 4.290 -4.122

Output
- Net charge: +1
- E: -6050.5887 Eh

=====

[3]
ORCA calculation (ωB97M-V/def2-TZVPD) on C16H32NPdSe2Si2 as an isolated structure.

Geometry (Å):
Pd: 0.756 -0.440 -0.580
C: -1.108 -3.418 -3.335
Se: -0.458 -2.594 -1.673
C: 1.286 -3.461 -1.776
C: 2.260 -2.774 -2.717
Se: 2.605 -0.914 -2.188
C: 1.759 -0.088 -3.735
H: -1.098 -4.504 -3.255
H: -0.510 -3.100 -4.189
H: -2.132 -3.080 -3.485
H: 1.131 -4.503 -2.067
H: 1.668 -3.443 -0.756
H: 1.889 -2.754 -3.742
H: 3.218 -3.297 -2.723
H: 2.281 -0.360 -4.651
H: 1.812 0.987 -3.575
H: 0.716 -0.396 -3.754
C: -2.158 0.258 3.478
Si: -1.458 -0.356 1.812
C: -3.003 -0.782 0.817
C: -0.598 -1.968 2.305
C: -0.355 0.778 0.915
C: -0.947 1.850 0.126
C: -2.121 2.531 0.542
C: -2.673 3.530 -0.226
C: -2.054 3.902 -1.418
C: -0.897 3.217 -1.752
N: -0.369 2.230 -1.041
Si: 1.421 1.013 1.452
C: 2.439 2.283 0.493
C: 1.276 1.930 3.144
C: 2.550 -0.393 2.062
H: -2.749 -0.524 3.967
H: -2.800 1.137 3.366
H: -1.343 0.534 4.152
H: -3.590 -1.542 1.342
H: -2.751 -1.164 -0.174
H: -3.639 0.097 0.682
H: -1.271 -2.816 2.142
H: -0.330 -1.952 3.366
H: 0.305 -2.146 1.719
H: -2.572 2.268 1.490
H: -3.575 4.032 0.108
H: -2.446 4.685 -2.054
H: -0.366 3.466 -2.670
H: 1.863 3.201 0.359
H: 2.743 1.942 -0.497
H: 3.331 2.521 1.083
H: 0.710 2.861 3.026
H: 2.250 2.173 3.587
H: 0.731 1.311 3.864
H: 2.793 -1.143 1.307
H: 2.100 -0.904 2.918
H: 3.476 0.077 2.412

Output
- Net charge: -1
- Relative energy (zero: lowest compared OMol25 entry of this formula, charge and spin): 0.0 kJ/mol
- E: -6193.4120 Eh

=====

[4]
ORCA calculation (ωB97M-V/def2-TZVPD) on an isolated molecule of C16H32O.

Geometry (Å):
C: -6.433 -2.737 0.078
C: -4.901 -2.611 -0.520
C: -4.156 -1.360 0.136
C: -2.828 -1.347 -0.377
C: -2.047 -0.415 0.220
C: -2.571 1.095 0.077
C: -1.855 2.133 0.978
C: -0.272 2.303 0.474
C: 0.094 2.611 -0.940
C: 1.696 2.687 -1.057
C: 2.383 1.633 -0.797
C: 3.000 1.468 0.459
C: 3.662 -0.200 0.798
C: 4.802 -0.384 0.040
C: 5.349 -1.828 0.334
C: 6.338 -2.352 -0.353
O: 7.509 -2.932 -0.110
H: -6.962 -1.934 -0.152
H: -6.860 -3.708 -0.465
H: -6.463 -2.834 0.961
H: -4.620 -3.473 -0.408
H: -4.912 -2.496 -1.608
H: -4.393 -1.667 1.272
H: -4.913 -0.666 0.013
H: -2.298 -2.353 -0.063
H: -3.041 -1.021 -1.181
H: -2.172 -0.344 1.469
H: -1.139 -0.233 0.194
H: -3.552 1.297 0.075
H: -2.390 1.368 -0.779
H: -2.207 3.170 0.539
H: -1.919 2.316 1.914
H: 0.199 1.364 0.924
H: 0.151 2.925 1.225
H: -0.203 1.903 -1.552
H: -0.369 3.491 -1.280
H: 1.960 3.477 -0.274
H: 1.855 3.033 -2.002
H: 3.225 1.158 -1.582
H: 1.805 0.743 -0.963
H: 2.379 1.831 1.082
H: 4.008 2.116 0.587
H: 3.991 0.110 2.000
H: 2.760 -0.692 1.028
H: 5.524 0.278 -0.080
H: 4.302 -0.477 -0.866
H: 5.880 -1.629 1.404
H: 4.528 -2.511 0.597
H: 6.077 -2.303 -1.465

Output
- Net charge: 0
- Relative energy (zero: lowest compared OMol25 entry of this formula, charge and spin): 1689.5 kJ/mol
- SMILES: CCCCCCCCCCCCCCCC=O
- E: -703.4425 Eh

=====

Listing Kohn-Sham gap for the structures above in their given order: 0.190, 0.290, 0.185, 0.373 hartree.